Below is an isolated molecule of C27H31N3O4 in a non-equilibrium geometry, with properties calculated with ωB97M-V with the def2-TZVPD basis set.

Structure (ORCA input):
```
! wB97M-V def2-TZVPD RIJCOSX def2/J DEFGRID3
* xyz 0 1
C -0.43 -4.12 1.43
C -1.92 -4.23 1.58
C -2.45 -2.81 1.58
O -3.61 -2.44 1.59
N -1.34 -1.96 1.56
C -0.11 -2.63 1.37
O 0.98 -2.14 1.18
H 0.09 -4.55 2.29
H -0.05 -4.58 0.51
H -2.39 -4.77 0.76
H -2.18 -4.71 2.53
C -1.18 2.08 7.71
O -1.94 0.98 7.17
C -1.74 0.61 5.88
C -2.57 -0.40 5.34
C -2.49 -0.72 3.99
C -1.54 -0.12 3.16
C -1.48 -0.54 1.69
C -0.49 0.18 0.84
C -0.51 0.08 -0.51
N 0.32 0.78 -1.32
C 0.35 0.52 -2.76
C 0.92 -0.87 -3.09
C 1.02 -1.11 -4.58
C 2.24 -1.47 -5.16
C 2.35 -1.59 -6.55
C 1.22 -1.38 -7.36
C -0.01 -1.06 -6.78
C -0.11 -0.93 -5.38
C 1.20 1.67 -3.28
O 1.47 1.92 -4.45
N 1.61 2.40 -2.20
C 2.45 3.56 -2.34
C 1.10 1.96 -0.91
C 0.23 3.05 -0.25
C 2.27 1.63 0.03
C -0.67 0.83 3.71
C -0.78 1.23 5.05
H -1.48 2.12 8.75
H -0.09 1.89 7.63
H -1.42 3.02 7.20
H -3.29 -0.90 5.98
H -3.20 -1.43 3.58
H -2.46 -0.28 1.24
H 0.27 0.78 1.33
H -1.19 -0.63 -1.00
H -0.66 0.60 -3.20
H 1.92 -0.95 -2.63
H 0.28 -1.62 -2.61
H 3.11 -1.62 -4.51
H 3.32 -1.83 -6.99
H 1.31 -1.47 -8.44
H -0.89 -0.89 -7.39
H -1.06 -0.66 -4.92
H 2.79 3.64 -3.37
H 1.89 4.47 -2.08
H 3.31 3.48 -1.67
H -0.44 3.49 -0.99
H -0.36 2.63 0.57
H 0.89 3.83 0.15
H 3.02 1.03 -0.50
H 2.73 2.58 0.34
H 1.94 1.09 0.92
H 0.09 1.31 3.10
H -0.13 2.00 5.44
*
```

The calculation puts the energy relative to the best compared isomer or geometry (same formula, charge and spin) at 0.9649 eV. For the orbital gap, the calculation gives 8.27 eV. Its structure (SMILES) is COc1ccc([C@@H](/C=C/N2[C@H](Cc3ccccc3)C(=O)N(C)C2(C)C)N2C(=O)CCC2=O)cc1. The value obtained for the electronic energy is -41162.9462 eV.